Computed, not measured: 2 unconnected molecules or ions with the total composition C3H13N2 in a non-equilibrium geometry, with ωB97M-V with the def2-TZVPD basis set.

Its total charge is +1. The relative energy (zero: lowest compared OMol25 entry of this formula, charge and spin) comes out at 77.8 kJ/mol. As for the spin multiplicity: 1. Its HOMO-LUMO gap is 11.48 eV. Its HOMO energy is -14.46 eV.

CARTESIAN COORDINATES (ANGSTROEM)
C: 0.794504 -1.128984 2.203226
N: -0.416533 -0.462181 1.655823
H: 0.653351 -1.404569 3.245853
H: 1.031609 -2.010999 1.609611
H: 1.640997 -0.449869 2.134130
H: -0.774948 0.207301 2.329347
H: -1.149154 -1.157473 1.541400
H: -0.094610 0.197207 0.120608
C: 0.403501 -0.414564 -1.914213
N: 0.183194 0.601329 -0.840881
C: -0.964938 1.535268 -1.182910
H: -0.560892 -0.813704 -2.203794
H: 0.899202 0.082848 -2.734358
H: 1.028932 -1.216723 -1.534419
H: 1.004013 1.186073 -0.708437
H: -1.255080 2.046329 -0.272064
H: -1.795773 0.939351 -1.534667
H: -0.627370 2.263367 -1.914260

Cartesian forces (eV/Å) of the 2 atoms listed first:
-0.2 0.3 -0.1
0.0 -0.2 -0.2